Formula: C34H35BF5N2O2STi
Source: the Open Molecules 2025 dataset
Level of theory: ωB97M-V/def2-TZVPD

Each line ends with the Mulliken spin population.
Element x y z (Å)
Ti (-0.02680, 0.33997, 0.38150)  1.1837
C (-1.45982, 3.45598, 2.43662)  0.0555
C (-2.02622, 4.40066, 1.37053)  -0.0258
C (-1.22630, 5.69620, 1.34067)  0.0015
C (-2.08530, 3.69938, 0.02661)  0.0164
C (-2.87210, 2.55479, -0.10387)  0.0187
C (-2.89808, 1.82876, -1.28113)  0.0058
C (-2.15282, 2.22611, -2.39189)  -0.0095
C (-2.15749, 1.41773, -3.66041)  0.0002
C (-1.40945, 3.39221, -2.27846)  0.0019
C (-1.37514, 4.11623, -1.09150)  -0.0045
H (-1.37735, 3.96940, 3.39778)  0.0018
H (-0.45832, 3.11248, 2.15913)  0.0038
H (-2.07139, 2.56441, 2.57687)  -0.0069
H (-3.05703, 4.64804, 1.65183)  -0.0004
H (-0.18348, 5.50565, 1.07367)  -0.0004
H (-1.23199, 6.16319, 2.32742)  -0.0001
H (-1.63161, 6.41630, 0.62675)  0.0000
H (-3.48004, 2.21871, 0.72835)  0.0127
H (-3.52105, 0.94225, -1.34265)  -0.0006
H (-3.07197, 1.58143, -4.23638)  0.0000
H (-2.08668, 0.34895, -3.45222)  -0.0002
H (-1.31361, 1.68510, -4.29828)  0.0000
H (-0.81312, 3.72874, -3.12002)  -0.0001
H (-0.74628, 4.99494, -1.04056)  -0.0016
F (3.75557, 0.57081, -5.13497)  0.0000
C (3.25305, 1.01068, -3.97566)  0.0009
C (2.03014, 0.54964, -3.51713)  -0.0118
F (1.34122, -0.34240, -4.23075)  0.0001
C (1.56031, 1.03671, -2.31852)  -0.0130
F (0.34782, 0.57317, -1.89244)  0.0272
C (2.20933, 1.94877, -1.50866)  -0.0032
S (1.54535, 2.45859, 0.02687)  -0.0218
C (3.43469, 2.38867, -2.01563)  0.0105
F (4.15875, 3.27796, -1.33057)  -0.0001
C (3.94724, 1.93404, -3.21495)  0.0011
F (5.13084, 2.37932, -3.65324)  0.0002
C (5.19269, -0.47384, 2.36388)  0.0347
C (4.43003, -0.24383, 3.50181)  -0.0167
C (3.05064, -0.11505, 3.41974)  0.0516
C (2.40743, -0.20950, 2.18914)  -0.1129
C (3.17020, -0.46486, 1.05477)  0.1095
C (4.54785, -0.58897, 1.13813)  -0.0165
N (1.00025, -0.05503, 2.06726)  0.0186
N (0.35913, -0.27289, 3.21447)  0.5416
C (-1.02142, -0.34818, 3.00167)  -0.0243
C (-1.79347, -0.69187, 4.12051)  0.0763
C (-3.14871, -0.90694, 3.98057)  -0.0462
C (-3.73737, -0.79495, 2.71696)  0.1011
C (-2.95947, -0.43372, 1.62624)  0.0028
C (-1.58758, -0.15270, 1.72348)  0.0456
H (6.26946, -0.56486, 2.43146)  0.0032
H (4.91258, -0.15981, 4.46870)  -0.0010
H (2.45519, 0.06535, 4.30260)  0.0132
H (2.67866, -0.60533, 0.09633)  0.0264
H (5.11760, -0.78530, 0.23768)  -0.0006
H (-1.29707, -0.81304, 5.07629)  0.0000
H (-3.74723, -1.18229, 4.84146)  -0.0016
H (-4.79598, -0.99254, 2.59057)  0.0067
H (-3.45062, -0.36331, 0.65733)  0.0108
C (-2.20256, -4.22288, -0.60424)  -0.0010
C (-0.92376, -3.74774, -1.28132)  -0.0109
C (-0.86708, -4.26388, -2.70928)  -0.0002
O (-0.97546, -2.31303, -1.31960)  -0.0086
B (-0.22597, -1.78277, -0.25364)  0.0225
O (0.48860, -2.83048, 0.34496)  -0.0669
C (0.35891, -4.02115, -0.44319)  0.0013
C (0.26420, -5.21192, 0.49411)  0.0003
C (1.62393, -4.12424, -1.28709)  -0.0020
H (-3.05421, -3.84530, -1.17217)  0.0000
H (-2.27763, -3.82906, 0.41037)  0.0003
H (-2.26634, -5.31234, -0.56432)  0.0001
H (-1.83181, -4.10694, -3.19462)  0.0000
H (-0.64623, -5.33451, -2.73727)  0.0000
H (-0.10854, -3.73826, -3.28662)  0.0000
H (-0.53300, -5.08218, 1.22292)  -0.0001
H (1.20376, -5.31343, 1.03928)  0.0001
H (0.08839, -6.13891, -0.05920)  0.0000
H (1.70341, -3.27965, -1.97366)  0.0012
H (1.66575, -5.04907, -1.86661)  -0.0002
H (2.48199, -4.09233, -0.61457)  -0.0002

Atoms 1-3, force components in eV/Å:
0.1 1.1 -0.1
0.1 0.0 0.1
0.1 0.0 0.0

Results
max |F|: 0.022 hartree/bohr
2S+1: 3
E: -3348.5347 Ha
ΔE to the lowest compared entry with this formula, charge and spin: 7.3 kcal/mol
charge: -1
LUMO (spin up / spin down): 2.48 / 2.47 eV
HOMO energy (spin up / spin down): -3.44 / -4.99 eV

***

Formula: C34H35IInN6O3SSi
Source: the Open Molecules 2025 dataset
Level of theory: ωB97M-V/def2-TZVPD

Each line ends with the Löwdin charge.
Element x y z (Å)
In (-0.38355, -0.33409, 0.07860)  0.6258
C (3.23499, 2.49478, 0.83382)  -0.0766
C (3.70412, 2.35085, 2.21457)  -0.0788
C (3.45300, 1.25506, 2.91802)  -0.0207
C (2.59823, 0.13210, 2.39347)  -0.3486
N (2.22932, 0.31545, 0.92772)  0.0148
C (2.60349, 1.49550, 0.22868)  -0.1156
N (1.63099, -0.16679, 3.38920)  0.1905
C (0.39906, -0.48675, 3.40369)  -0.2788
N (-0.61336, -0.52835, 2.43492)  0.0679
C (-1.73930, -1.03712, 3.01701)  -0.2956
N (-2.92745, -1.31278, 2.57546)  0.1532
C (-3.43477, -1.18839, 1.30117)  -0.3541
C (-4.78391, -1.57479, 1.16720)  -0.0183
C (-5.42979, -1.44349, -0.03406)  -0.0751
C (-4.73903, -0.90524, -1.11837)  -0.0669
C (-3.42403, -0.56116, -0.92988)  -0.1573
N (-2.76715, -0.71330, 0.23465)  0.0366
C (-1.48332, -1.29086, 4.46644)  -0.1060
C (-2.29320, -1.81012, 5.45744)  -0.0162
C (-1.73967, -1.95607, 6.72530)  -0.0913
C (-0.41200, -1.59932, 6.97301)  -0.0920
C (0.39187, -1.08939, 5.95791)  -0.0196
C (-0.17910, -0.94045, 4.70928)  -0.1041
H (3.40885, 3.41786, 0.29664)  0.1029
H (4.30346, 3.14496, 2.64379)  0.0972
H (3.84528, 1.11011, 3.91695)  0.1103
H (2.28357, 1.53073, -0.80399)  0.0893
H (-5.27279, -1.96700, 2.04849)  0.1056
H (-6.46507, -1.74823, -0.13535)  0.1008
H (-5.20459, -0.76473, -2.08369)  0.0992
H (-2.84219, -0.14937, -1.74331)  0.0983
H (-3.31688, -2.09067, 5.23901)  0.1081
H (-2.34047, -2.35981, 7.53173)  0.0930
H (-0.00391, -1.72742, 7.96867)  0.0928
H (1.42676, -0.81732, 6.12553)  0.1064
C (5.63711, -1.41224, 1.05420)  -0.0996
C (5.09604, -1.39470, -0.30655)  -0.0819
C (3.83046, -0.98987, -0.49642)  -0.0835
N (2.97915, -0.89209, 0.58172)  -0.0176
C (3.38052, -1.16145, 1.96835)  -0.1586
C (4.86805, -1.23295, 2.12958)  -0.0540
H (6.71110, -1.50348, 1.17424)  0.0935
H (5.73069, -1.61139, -1.15398)  0.0876
H (3.39415, -0.78575, -1.46651)  0.1146
H (2.88075, -2.04733, 2.37276)  0.1399
H (5.28615, -1.13991, 3.12600)  0.1034
C (-2.77306, 2.41204, 0.57177)  -0.2319
Si (-0.91756, 2.18171, 0.30300)  0.4486
C (-0.46419, 3.31762, -1.12681)  -0.2295
C (-0.20728, 2.92841, 1.88106)  -0.2140
H (-2.96498, 3.45927, 0.83268)  0.0265
H (-3.12815, 1.78467, 1.39590)  0.0222
H (-3.36604, 2.16327, -0.31239)  0.0168
H (-0.66660, 4.36110, -0.85953)  0.0239
H (-1.04736, 3.06338, -2.01780)  0.0260
H (0.59040, 3.21734, -1.39609)  0.0071
H (-0.65511, 3.91753, 2.03238)  0.0277
H (0.87650, 3.03853, 1.86012)  0.0004
H (-0.46172, 2.30300, 2.74456)  0.0207
I (-1.09868, -3.85183, -0.00019)  0.7014
C (0.44521, -2.34934, 0.13501)  -0.7427
H (1.10079, -2.56314, -0.70232)  -0.0580
H (0.94023, -2.56832, 1.07560)  -0.0585
C (-1.41864, 0.61840, -8.64818)  -0.0619
C (-0.97061, 0.31497, -7.24103)  -0.2852
C (-1.58952, -0.67761, -6.48962)  -0.0461
C (-1.18415, -0.95149, -5.19026)  -0.0460
C (-0.14184, -0.22573, -4.63349)  -0.2597
C (0.48977, 0.77132, -5.36757)  -0.0480
C (0.07360, 1.03413, -6.66229)  -0.0483
S (0.39453, -0.57661, -2.97965)  0.4327
O (-0.84378, -0.97583, -2.26952)  -0.4334
O (1.37876, -1.63263, -3.07793)  -0.3083
O (0.92441, 0.67786, -2.45431)  -0.3713
H (-2.31708, 0.05701, -8.90490)  0.0685
H (-0.64323, 0.36141, -9.37377)  0.0773
H (-1.63787, 1.68110, -8.76773)  0.0756
H (-2.40586, -1.24443, -6.92515)  0.1062
H (-1.67461, -1.71677, -4.60146)  0.1174
H (1.28904, 1.34018, -4.90895)  0.1129
H (0.56304, 1.81626, -7.23431)  0.1101

Atoms 1-3, force components in eV/Å:
-0.2 0.3 0.7
0.1 0.1 0.2
0.1 0.1 -0.2

Results
max |F|: 0.015 hartree/bohr
E: -3046.4376 Ha
ΔE to the lowest compared entry with this formula, charge and spin: 96.3 kcal/mol
charge: -1
LUMO: 2.40 eV
HOMO energy: -4.96 eV

***

Formula: C34H35IN6O14P
Source: the Open Molecules 2025 dataset
Level of theory: ωB97M-V/def2-TZVPD

Each line ends with the Löwdin charge.
Element x y z (Å)
O (4.46941, -0.66494, -1.57958)  -0.2413
P (3.88414, 0.68097, -1.39463)  0.4664
O (3.87585, 1.23193, 0.10541)  -0.1103
O (4.56972, 1.88747, -2.15920)  -0.1227
C (2.09187, 0.64579, -1.91994)  -0.3944
O (1.67554, -0.69362, -1.74638)  -0.1095
C (0.28098, -0.97229, -1.87567)  -0.1530
C (-0.59887, 0.01163, -1.12445)  -0.0817
N (-0.20051, 1.39224, -1.56736)  0.0098
C (1.21531, 1.62043, -1.11651)  -0.7063
I (1.69643, 3.65369, -1.42608)  1.0781
H (3.68254, 0.48099, 0.68557)  0.1053
H (4.64077, 1.71299, -3.10525)  0.1052
H (2.07447, 0.97914, -2.97610)  0.1347
H (-0.02894, -1.02081, -2.92904)  0.1242
H (0.12063, -1.96489, -1.44061)  0.1292
H (-1.65850, -0.13101, -1.36115)  0.1456
H (-0.45883, -0.05644, -0.03760)  0.1432
H (-0.20139, 1.38716, -2.59165)  0.1743
H (-0.85664, 2.11610, -1.21838)  0.0959
H (1.24655, 1.37906, -0.04905)  0.1066
C (-1.33266, -6.19615, -6.52343)  -0.0530
C (-1.03305, -6.46325, -5.19296)  -0.0528
C (-1.14810, -5.46428, -4.24071)  0.0025
C (-1.56662, -4.21006, -4.65248)  -0.1510
C (-1.86732, -3.91762, -5.97208)  0.0020
C (-1.74566, -4.92743, -6.91218)  -0.0531
N (-1.70531, -3.15283, -3.64886)  -0.3344
O (-1.42181, -3.41028, -2.49054)  0.0498
O (-2.09158, -2.05415, -4.01066)  0.0605
H (-1.24528, -6.98207, -7.26166)  0.1140
H (-0.71141, -7.45156, -4.89525)  0.1139
H (-0.91906, -5.65427, -3.20278)  0.1198
H (-2.19086, -2.92736, -6.25585)  0.1200
H (-1.97678, -4.72420, -7.94855)  0.1136
C (-3.47017, 2.49642, 4.14002)  -0.0331
C (-3.69477, 3.79062, 3.68605)  -0.0426
C (-3.48962, 4.11007, 2.35310)  0.0112
C (-3.05926, 3.10794, 1.49982)  -0.1495
C (-2.82266, 1.81288, 1.93271)  0.0000
C (-3.02948, 1.50968, 3.26515)  -0.0569
N (-2.85906, 3.43070, 0.08903)  -0.3133
O (-3.04700, 4.55316, -0.29116)  0.1375
O (-2.50088, 2.51798, -0.67201)  -0.0146
H (-3.64535, 2.25094, 5.17876)  0.1204
H (-4.03788, 4.55441, 4.36990)  0.1167
H (-3.66324, 5.11057, 1.98492)  0.1254
H (-2.49486, 1.05244, 1.24077)  0.1023
H (-2.85863, 0.50569, 3.61866)  0.0978
C (-3.50629, -4.72753, 0.58426)  -0.0650
C (-3.31825, -5.13320, 1.89828)  -0.0521
C (-3.58487, -4.26077, 2.94201)  0.0079
C (-4.04053, -2.99213, 2.63744)  -0.1476
C (-4.23554, -2.56284, 1.33534)  -0.0109
C (-3.96175, -3.44440, 0.30221)  -0.0700
N (-4.33492, -2.05761, 3.73721)  -0.3456
O (-4.14285, -2.42904, 4.87276)  0.0970
O (-4.74639, -0.95208, 3.43236)  0.0468
H (-3.29897, -5.41478, -0.22564)  0.1074
H (-2.95977, -6.12897, 2.11497)  0.1130
H (-3.43969, -4.55790, 3.96992)  0.1243
H (-4.59956, -1.56450, 1.13955)  0.1147
H (-4.10908, -3.13294, -0.72309)  0.1030
C (2.38860, 7.30135, -0.09149)  -0.1004
C (2.59302, 6.88326, 1.21696)  -0.0739
C (2.41689, 7.77388, 2.26454)  0.0000
C (2.03525, 9.06907, 1.96945)  -0.1400
C (1.83239, 9.50894, 0.67484)  0.0041
C (2.01298, 8.60989, -0.36535)  -0.0596
N (1.82720, 10.01755, 3.08404)  -0.3543
O (2.02874, 9.60928, 4.20726)  0.0843
O (1.46471, 11.13799, 2.80196)  0.0890
H (2.52567, 6.60233, -0.90745)  0.0520
H (2.89017, 5.86377, 1.42573)  0.0990
H (2.57155, 7.47323, 3.29004)  0.1209
H (1.53851, 10.53107, 0.48777)  0.1228
H (1.85768, 8.93279, -1.38568)  0.1104
C (5.75093, -3.57326, 0.85151)  -0.0581
C (5.84257, -4.29092, 2.03805)  -0.0585
C (4.69479, -4.65351, 2.72807)  0.0004
C (3.47031, -4.28478, 2.20361)  -0.1519
C (3.35557, -3.57123, 1.02429)  -0.0111
C (4.50755, -3.21182, 0.34345)  -0.0653
N (2.23936, -4.66719, 2.91613)  -0.3567
O (2.34953, -5.27681, 3.95572)  0.0900
O (1.17743, -4.34252, 2.41648)  0.0553
H (6.65016, -3.29417, 0.31832)  0.1113
H (6.81041, -4.57128, 2.43078)  0.1107
H (4.74836, -5.20891, 3.65282)  0.1217
H (2.37963, -3.30374, 0.64583)  0.1079
H (4.42636, -2.64915, -0.57538)  0.0748

Atoms 1-3, force components in eV/Å:
-0.5 1.3 0.0
0.6 -1.7 0.0
-0.2 0.0 -0.5

Results
max |F|: 0.035 hartree/bohr
E: -3336.9631 Ha
charge: +1
LUMO: -3.53 eV
HOMO energy: -11.75 eV

***

M in g/mol, matching the order above: 689.40, 877.57, 909.56